# C2H3Cl2N

An isolated molecule of C2H3Cl2N (ωB97M-V/def2-TZVPD, the Open Molecules 2025 dataset).

Output
Multiplicity   3
F_max   0.142 Eh/bohr
HOMO-LUMO gap (alpha / beta)   6.930 / 7.531 eV
<S²>   2.0073
LUMO (alpha / beta)   1.02 / -3.15 eV
Total energy   -28650.716 eV
E_HOMO (alpha / beta)   -5.91 / -10.68 eV

Last column: Mulliken charge in e.
Positions of all 8 atoms, in Å:
C 0.231 0.781 -0.405  -0.39
C -0.574 -0.246 0.462  -0.06
N 0.430 -0.639 -0.433  -0.10
Cl -2.161 -0.880 0.020  -0.20
Cl 1.998 -1.146 0.145  -0.21
H -0.207 1.061 -1.388  0.21
H 0.859 1.320 0.125  0.36
H -0.575 -0.250 1.473  0.38

Cartesian forces, eV/Å:
-5.31 -3.58 -3.50
-1.22 0.37 -4.74
-3.28 2.07 0.39
-0.63 0.40 -0.24
5.91 -2.52 1.81
0.01 0.72 1.21
3.40 2.73 1.98
1.11 -0.18 3.09

---

# C2H3Cl2N2

An isolated ion of composition C2H3Cl2N2 and charge +1 (ωB97M-V/def2-TZVPD, the Open Molecules 2025 dataset).

Output
Total charge   +1
F_max   0.183 Eh/bohr
HOMO-LUMO gap   8.888 eV
LUMO   -5.01 eV
Total energy   -30133.260 eV
E_HOMO   -13.90 eV

Last column: Mulliken charge in e.
Positions of all 9 atoms, in Å:
N 0.001 1.803 0.203  -0.32
C -0.499 0.461 0.333  -0.35
C 0.148 -0.859 0.136  0.33
N -0.022 -2.064 -0.139  -0.06
Cl -0.366 -2.483 -1.796  0.07
Cl 0.354 -3.408 0.868  0.11
H 1.029 2.104 0.254  0.37
H -0.593 2.407 0.941  0.46
H -0.052 2.040 -0.800  0.38

Cartesian forces, eV/Å:
1.34 2.01 1.07
2.64 -8.00 -0.67
-3.36 8.62 1.70
0.35 -1.27 -1.03
-0.05 -0.16 0.45
-0.10 0.49 -0.17
-0.97 -1.04 1.06
1.58 -1.14 -2.63
-1.43 0.49 0.22

---

# C2H3Cl2NO

C2H3Cl2NO as an isolated structure (ωB97M-V/def2-TZVPD, the Open Molecules 2025 dataset).

Output
F_max   0.072 Eh/bohr
HOMO-LUMO gap   10.190 eV
LUMO   -0.03 eV
Total energy   -30703.982 eV
E_HOMO   -10.22 eV

Last column: Mulliken charge in e.
Positions of all 9 atoms, in Å:
C -0.171 -0.559 -1.385  -0.13
C -0.674 -0.465 0.007  0.50
N 0.161 0.042 0.892  -0.45
O 0.831 0.031 -1.631  -0.51
Cl -1.799 -1.642 0.458  -0.14
Cl -1.823 1.063 -0.763  -0.30
H -0.673 -1.174 -2.086  0.44
H 1.042 0.439 0.390  0.32
H -0.390 0.393 1.602  0.26

Cartesian forces, eV/Å:
0.90 -0.09 0.66
-1.10 0.78 -1.82
2.94 -0.88 -2.11
1.70 0.47 -0.75
-0.70 -0.88 0.65
-0.58 0.03 0.19
-0.97 -0.72 -0.77
-2.21 -0.25 1.56
-0.01 1.55 2.39

---

# C2H3Cl2NO

An isolated molecule of C2H3Cl2NO (ωB97M-V/def2-TZVPD, the Open Molecules 2025 dataset).

Output
F_max   0.092 Eh/bohr
HOMO-LUMO gap (alpha / beta)   7.040 / 7.041 eV
LUMO (alpha / beta)   -2.54 / -2.54 eV
Total energy   -30700.843 eV
E_HOMO (alpha / beta)   -9.58 / -9.58 eV

Last column: Mulliken charge in e.
Positions of all 9 atoms, in Å:
C -0.513 0.653 0.096  -1.13
C 0.317 -0.529 0.033  0.95
N 0.092 -1.688 0.652  -0.44
Cl -1.366 -1.829 1.391  -0.09
O 1.379 -0.566 -0.819  -0.36
Cl 2.035 1.040 -1.634  0.02
H 0.210 1.304 -0.179  0.37
H -0.824 0.846 1.061  0.40
H -1.330 0.769 -0.601  0.29

Cartesian forces, eV/Å:
-0.54 -0.81 -0.96
-1.55 -3.75 1.03
3.06 2.58 -2.53
-1.44 0.09 0.77
1.14 1.35 -1.06
-1.21 -2.52 1.63
1.57 3.27 -0.63
-0.81 0.29 2.01
-0.23 -0.51 -0.26

---

# C2H3Cl2NO2

An isolated molecule of C2H3Cl2NO2 (ωB97M-V/def2-TZVPD, the Open Molecules 2025 dataset).

Output
F_max   0.060 Eh/bohr
HOMO-LUMO gap   9.884 eV
LUMO   -0.40 eV
Total energy   -32747.762 eV
E_HOMO   -10.29 eV

Last column: Mulliken charge in e.
Positions of all 10 atoms, in Å:
C -0.051 0.181 2.081  -0.39
N 0.363 0.079 0.859  0.61
O 1.518 0.183 0.433  -0.60
O -0.699 0.125 -0.360  -0.35
C -0.186 -0.046 -1.676  0.15
Cl -0.937 1.139 -2.846  -0.13
Cl -0.672 -1.755 -2.243  -0.18
H -1.029 -0.005 2.410  0.31
H 0.730 0.262 2.876  0.26
H 0.963 -0.163 -1.534  0.33

Cartesian forces, eV/Å:
1.25 -0.50 -0.04
1.88 1.25 -2.12
-1.13 -0.46 0.66
-0.52 0.11 0.32
0.95 -1.61 2.08
1.08 -0.84 1.38
0.22 1.04 0.25
-1.35 0.00 -0.36
-0.55 -0.04 -1.24
-1.83 1.04 -0.93

---

# C2H3Cl2NSi

C2H3Cl2NSi as an isolated structure (ωB97M-V/def2-TZVPD, the Open Molecules 2025 dataset).

Output
F_max   0.201 Eh/bohr
HOMO-LUMO gap   11.830 eV
LUMO   0.24 eV
Total energy   -36535.641 eV
E_HOMO   -11.59 eV

Last column: Mulliken charge in e.
Positions of all 9 atoms, in Å:
C 1.193 1.423 0.689  0.10
C 0.590 0.205 -0.644  -0.69
N 1.469 2.030 1.574  -0.30
Si -0.800 -0.838 0.120  0.62
Cl -0.910 -2.388 -1.096  -0.18
Cl -2.472 0.270 -0.099  -0.24
H 1.544 -0.379 -0.817  0.31
H 0.360 0.793 -1.398  0.43
H -0.974 -1.114 1.671  -0.06

Cartesian forces, eV/Å:
-3.17 -6.22 -7.59
4.00 -1.06 7.17
1.54 3.27 4.54
-0.26 1.42 2.14
0.03 -1.38 -0.67
-0.70 0.52 -0.29
-1.16 0.72 0.10
-1.27 2.77 -3.62
0.98 -0.04 -1.78

---

# C2H3Cl2O2Si

A 2-piece molecular cluster, C2H3Cl2O2Si overall (ωB97M-V/def2-TZVPD, the Open Molecules 2025 dataset).

Output
Total charge   -1
F_max   0.072 Eh/bohr
HOMO-LUMO gap   7.291 eV
LUMO   3.41 eV
Total energy   -39144.063 eV
E_HOMO   -3.88 eV

Last column: Mulliken charge in e.
Positions of all 10 atoms, in Å:
C 0.977 2.777 3.159  0.72
C -0.450 -0.165 -0.198  -0.97
O 0.419 2.437 4.092  -0.35
O 1.833 3.205 2.484  -0.43
Si -2.167 0.694 0.680  0.16
Cl -2.145 -1.045 2.233  -0.47
Cl -1.056 2.630 1.402  -0.43
H -0.759 -1.245 -0.560  0.25
H -0.447 0.460 -1.158  0.25
H 0.459 -0.050 0.369  0.25

Cartesian forces, eV/Å:
2.84 1.29 -0.72
-3.19 0.22 -1.89
-1.97 -1.05 1.61
-0.68 -0.24 -0.68
1.69 -1.36 -0.32
-0.06 0.75 -0.10
-0.33 -0.58 -0.15
0.91 1.95 1.07
0.54 -0.71 1.08
0.24 -0.27 0.09

---

# C2H3Cl2PS

An isolated molecule of C2H3Cl2PS (ωB97M-V/def2-TZVPD, the Open Molecules 2025 dataset).

Output
Multiplicity   3
F_max   0.064 Eh/bohr
HOMO-LUMO gap (alpha / beta)   7.054 / 6.942 eV
<S²>   2.0053
LUMO (alpha / beta)   0.36 / -2.30 eV
Total energy   -47289.021 eV
E_HOMO (alpha / beta)   -6.69 / -9.24 eV

Last column: Mulliken charge in e.
Positions of all 9 atoms, in Å:
C -0.258 -0.077 -0.144  -0.40
C 0.787 0.630 0.182  -0.29
P 2.505 -0.146 0.004  0.59
S 2.957 -2.419 -0.405  -0.23
Cl 3.223 1.108 -1.444  -0.22
Cl 3.372 0.524 1.620  -0.20
H -1.395 0.261 -0.067  0.21
H -0.111 -1.104 -0.467  0.22
H 0.888 1.575 0.629  0.34

Cartesian forces, eV/Å:
-3.30 -0.18 0.02
2.19 -0.98 0.10
-2.19 0.92 -1.31
0.27 -1.47 -0.21
0.19 0.21 -0.30
0.81 0.61 1.68
2.71 -0.52 -0.10
-0.13 0.04 -0.20
-0.55 1.37 0.32

---

# C2H3Cl3N2

C2H3Cl3N2 as an isolated structure (ωB97M-V/def2-TZVPD, the Open Molecules 2025 dataset).

Output
F_max   0.080 Eh/bohr
HOMO-LUMO gap (alpha / beta)   8.062 / 6.716 eV
LUMO (alpha / beta)   -0.78 / -1.16 eV
Total energy   -42664.917 eV
E_HOMO (alpha / beta)   -8.84 / -7.88 eV

Last column: Mulliken charge in e.
Positions of all 10 atoms, in Å:
C 0.256 -0.435 -0.333  0.33
C 0.761 -0.977 0.846  -0.24
N 0.528 -0.450 -1.499  -0.37
N -1.589 1.197 0.031  -0.22
Cl 0.517 -2.769 0.996  -0.15
Cl -1.613 1.958 -1.454  -0.08
Cl -1.067 2.498 1.131  -0.11
H 0.228 -0.524 1.700  0.25
H 1.782 -0.649 0.880  0.31
H 0.196 0.152 -2.297  0.29

Cartesian forces, eV/Å:
-1.53 2.00 -3.24
-0.80 -0.78 3.27
-0.27 0.56 -0.95
1.08 -0.36 1.03
0.37 0.75 -0.22
-0.03 -0.17 -1.46
0.09 -0.70 0.29
0.34 -0.31 -0.24
0.78 -0.39 0.26
-0.02 -0.59 1.26

---

# C2H3Cl3S

A 2-piece molecular cluster, C2H3Cl3S overall (ωB97M-V/def2-TZVPD, the Open Molecules 2025 dataset).

Output
F_max   0.068 Eh/bohr
HOMO-LUMO gap   8.186 eV
LUMO   -0.17 eV
Total energy   -50522.128 eV
E_HOMO   -8.36 eV

Last column: Mulliken charge in e.
Positions of all 9 atoms, in Å:
C -0.099 0.128 1.079  -0.23
C -0.149 0.687 -1.242  -0.12
S 1.185 -0.933 1.260  -0.16
Cl -1.714 -0.596 1.383  -0.14
Cl -1.741 0.217 -1.615  -0.07
Cl 1.162 -0.290 -1.828  -0.11
H 0.019 1.088 1.598  0.33
H 0.181 1.702 -1.016  0.36
H 1.157 -2.003 0.380  0.14

Cartesian forces, eV/Å:
-2.13 0.17 -2.64
0.90 -1.13 3.21
2.54 -1.06 0.95
0.56 0.66 -0.08
0.38 0.51 -0.50
-0.68 0.43 -0.24
0.08 -0.55 -0.23
-0.73 -0.15 -0.66
-0.92 1.12 0.18